# 1
54
Properties=species:S:1:pos:R:3:lowdin_charge:R:1 method="wB97M-V/def2-TZVPD" homo_ev="-17.316 / -17.576" charge=+3
Sn -0.622 0.206 -0.323 1.242
O -0.509 -1.974 -0.030 -0.235
C -0.639 -3.034 -0.717 -0.287
C -0.716 -4.297 -0.033 0.061
C -0.856 -5.454 -0.729 0.006
C -0.939 -5.411 -2.139 0.055
C -0.884 -4.194 -2.832 0.031
C -0.724 -3.002 -2.168 -0.032
C -0.634 -1.734 -2.888 -0.226
N -0.568 -0.493 -2.387 -0.094
C -0.494 0.385 -3.452 -0.089
C -0.513 -0.326 -4.605 0.006
N -0.601 -1.639 -4.229 0.164
H -0.663 -4.277 1.047 0.138
H -0.914 -6.406 -0.217 0.139
H -1.049 -6.332 -2.696 0.142
H -0.982 -4.227 -3.909 0.130
H -0.432 1.452 -3.323 0.116
H -0.477 -0.014 -5.635 0.149
H -0.620 -2.412 -4.877 0.178
O 3.693 4.839 -1.969 0.164
C 2.698 4.056 -1.607 -0.272
C 1.356 4.454 -1.528 0.049
C 0.413 3.535 -1.138 -0.101
N 0.718 2.259 -0.823 -0.154
C 2.000 1.924 -0.910 -0.704
Br 2.311 0.091 -0.447 0.856
C 3.035 2.731 -1.279 0.011
H 3.415 5.738 -2.193 0.154
H 1.058 5.466 -1.768 0.141
H -0.632 3.813 -1.067 0.134
H 4.062 2.397 -1.329 0.142
C 1.384 -1.707 3.696 -0.114
C 0.225 -0.788 4.090 -0.359
P 0.179 0.762 3.174 1.061
C 1.728 1.670 3.335 -0.362
C 1.862 2.297 4.738 -0.094
C -1.254 1.774 3.612 -0.360
C -1.685 1.604 5.081 -0.104
H 1.312 -2.634 4.262 0.094
H 2.353 -1.265 3.926 0.079
H 1.357 -1.960 2.635 0.062
H 0.291 -0.489 5.143 0.108
H -0.743 -1.276 3.958 0.103
H 1.751 2.439 2.559 0.086
H 2.539 0.969 3.132 0.083
H 1.086 3.035 4.932 0.079
H 2.824 2.807 4.788 0.098
H 1.848 1.545 5.527 0.086
H -2.076 1.502 2.946 0.084
H -0.980 2.806 3.383 0.098
H -2.027 0.592 5.289 0.081
H -2.521 2.278 5.266 0.098
H -0.889 1.860 5.778 0.076

# 2
60
Properties=species:S:1:pos:R:3:lowdin_charge:R:1 method="wB97M-V/def2-TZVPD" homo_ev=-9.866 relative_energy_ev=0.497
N 2.397 -4.919 0.655 0.070
C 2.141 -4.402 1.850 -0.156
C 2.173 -3.024 2.142 -0.076
C 2.311 -2.133 1.101 -0.086
C 2.512 -2.652 -0.178 -0.076
C 2.524 -4.021 -0.338 -0.178
H 2.066 -5.118 2.660 0.103
H 2.017 -2.655 3.146 0.082
H 2.258 -1.080 1.356 0.078
H 2.598 -2.036 -1.064 0.092
H 2.727 -4.373 -1.343 0.082
N -2.623 -3.297 1.274 0.057
C -1.492 -3.778 0.720 -0.132
C -1.023 -3.355 -0.518 -0.063
C -1.665 -2.296 -1.120 -0.086
C -2.782 -1.753 -0.544 -0.085
C -3.234 -2.274 0.665 -0.177
H -1.072 -4.615 1.259 0.103
H -0.170 -3.841 -0.967 0.074
H -1.164 -1.900 -1.998 0.088
H -3.371 -1.007 -1.064 0.104
H -4.190 -1.881 0.990 0.106
N -4.400 4.799 1.890 0.063
C -3.188 5.241 1.609 -0.157
C -2.399 4.768 0.560 -0.072
C -2.908 3.739 -0.207 -0.103
C -4.159 3.204 0.114 -0.089
C -4.861 3.780 1.154 -0.155
H -2.773 6.052 2.200 0.105
H -1.409 5.130 0.316 0.099
H -2.405 3.255 -1.036 0.098
H -4.622 2.366 -0.389 0.100
H -5.847 3.410 1.408 0.104
C 0.212 1.638 -0.079 0.015
N 1.145 1.040 -1.060 -0.417
O 2.218 1.560 -1.254 0.066
O 0.756 0.040 -1.644 0.039
H 0.584 1.689 0.936 0.065
H -0.761 1.172 -0.170 0.052
H 0.041 2.646 -0.465 0.098
C 0.915 -2.205 -4.237 -1.026
Cl 1.716 -1.898 -5.770 0.521
Cl 1.020 -3.937 -3.817 0.516
H 1.453 -1.732 -3.423 -0.009
H -0.119 -1.883 -4.255 0.026
C 2.202 2.773 3.279 -0.989
Cl 1.990 4.213 2.282 0.512
Cl 3.471 1.709 2.571 0.477
H 2.574 3.038 4.258 0.026
H 1.299 2.180 3.227 -0.038
C -1.105 -0.573 2.491 -0.997
Cl 0.063 -0.342 3.815 0.547
Cl -2.081 0.862 2.177 0.573
H -0.547 -0.890 1.617 0.015
H -1.795 -1.291 2.912 0.008
C 4.116 2.191 -3.768 -1.006
Cl 2.898 1.396 -4.759 0.505
Cl 5.580 2.556 -4.770 0.465
H 3.706 3.137 -3.443 0.019
H 4.480 1.580 -2.955 0.018

# 3
52
Properties=species:S:1:pos:R:3:lowdin_charge:R:1 method="wB97M-V/def2-TZVPD" homo_ev=-9.076 relative_energy_ev=0.000
C 1.555 4.321 1.208 -0.057
C 2.492 3.460 0.374 -0.208
H 3.001 4.057 -0.387 0.126
H 3.225 2.963 1.016 0.123
O 1.770 2.466 -0.357 -0.011
C 1.452 1.346 0.295 -0.477
O 1.758 1.127 1.438 0.137
C 0.692 0.376 -0.606 -0.348
C -0.466 1.098 -1.310 -0.086
H -0.092 1.970 -1.846 0.125
C -1.522 1.532 -0.297 -0.109
N -2.021 0.387 0.438 -0.037
C -3.321 0.031 0.294 -0.387
O -4.072 0.643 -0.440 0.083
C -3.808 -1.184 1.100 -0.259
C -3.499 -2.484 0.339 -0.110
H -2.524 -2.475 -0.143 0.104
C -4.655 -2.522 -0.662 -0.141
H -4.943 -3.537 -0.926 0.108
C -5.782 -1.773 0.071 -0.184
H -6.225 -1.000 -0.563 0.117
H -6.573 -2.446 0.420 0.118
O -5.210 -1.173 1.224 -0.084
H -4.383 -1.984 -1.570 0.111
H -3.553 -3.330 1.025 0.122
H -3.413 -1.155 2.118 0.150
C -0.984 -0.292 1.178 -0.119
H -1.388 -1.145 1.718 0.118
C 0.128 -0.772 0.238 -0.091
H 0.925 -1.208 0.840 0.122
H -0.270 -1.538 -0.432 0.122
H -0.554 0.406 1.905 0.131
H -2.373 1.995 -0.802 0.126
H -1.092 2.247 0.413 0.134
H -0.922 0.417 -2.032 0.136
C 1.697 -0.148 -1.663 -0.072
C 2.951 -0.688 -1.037 -0.219
C 3.041 -2.018 -0.645 -0.035
C 4.180 -2.506 -0.030 -0.095
C 5.247 -1.653 0.197 -0.675
C 5.186 -0.326 -0.199 -0.090
C 4.042 0.144 -0.814 -0.028
H 4.001 1.175 -1.133 0.118
H 6.027 0.327 -0.028 0.106
Cl 6.673 -2.252 0.967 0.670
H 4.242 -3.540 0.272 0.105
H 2.215 -2.689 -0.829 0.116
H 1.948 0.679 -2.329 0.130
H 1.205 -0.927 -2.249 0.131
H 0.787 4.763 0.578 0.080
H 2.121 5.116 1.687 0.079
H 1.081 3.717 1.978 0.076

# 4
58
Properties=species:S:1:pos:R:3:lowdin_spin:R:1 method="wB97M-V/def2-TZVPD" s_squared=8.76 homo_ev="-10.732 / -10.841" spin_multiplicity=6 charge=+1
Mn -0.256 0.308 -0.563 4.699
O -2.455 0.664 -1.295 0.041
C -2.689 2.070 -1.511 0.005
C -3.266 2.726 -0.260 0.001
C -2.503 2.331 1.015 0.004
C -1.130 2.934 1.106 0.007
C -0.931 4.151 1.743 0.000
C 0.344 4.678 1.840 0.005
C 1.398 3.979 1.270 0.000
C 1.126 2.791 0.627 0.009
N -0.106 2.261 0.548 0.028
H -3.116 0.144 -1.756 0.002
H -3.360 2.205 -2.357 0.001
H -1.724 2.514 -1.767 0.002
H -4.314 2.449 -0.139 0.000
H -3.225 3.808 -0.402 0.000
H -2.404 1.245 1.041 0.002
H -3.084 2.630 1.887 0.000
H -1.778 4.674 2.167 0.000
H 0.518 5.614 2.353 0.000
H 2.413 4.347 1.316 0.000
H 1.915 2.238 0.135 0.001
F 2.199 1.345 -5.147 0.001
C 2.844 0.228 -4.767 0.001
F 4.042 0.235 -5.377 0.000
F 2.162 -0.828 -5.242 0.001
C 3.008 0.158 -3.272 0.003
C 4.269 0.081 -2.717 0.002
C 4.410 0.019 -1.335 0.003
C 3.269 0.038 -0.567 0.006
N 2.038 0.111 -1.085 0.038
C 1.878 0.166 -2.428 0.017
S 0.236 0.240 -2.958 0.057
H 5.138 0.070 -3.361 0.000
H 5.384 -0.047 -0.872 0.000
H 3.330 -0.011 0.515 0.000
C -1.080 -1.292 1.988 0.007
N -1.195 -2.489 2.790 0.002
C 0.119 -3.134 2.869 0.000
N 0.619 -3.489 1.539 0.002
C 0.730 -2.289 0.742 0.006
N -0.588 -1.586 0.606 0.033
C -1.543 -2.562 -0.005 0.005
N -1.663 -3.764 0.788 0.002
C -2.128 -3.408 2.130 0.000
C -0.344 -4.393 0.902 0.000
H -0.383 -0.599 2.466 0.002
H -2.063 -0.821 1.911 0.001
H 0.040 -4.035 3.476 0.000
H 0.824 -2.450 3.348 0.000
H 1.089 -2.544 -0.256 0.001
H 1.439 -1.605 1.215 0.001
H -1.187 -2.815 -1.005 0.001
H -2.522 -2.083 -0.083 0.000
H -2.222 -4.313 2.730 0.000
H -3.109 -2.934 2.059 0.000
H 0.016 -4.660 -0.093 0.000
H -0.430 -5.301 1.498 0.000

no.,energy (eV)
1,-114864.1872
2,-131393.0000
3,-43365.7504
4,-82455.1569